Computed, not measured: 2 unconnected molecules or ions with the total composition C2H11N2O in a non-equilibrium geometry, with the ωB97M-V functional and the def2-TZVPD basis.

The energy above the lowest of the compared OMol25 structures with the same formula, charge and spin comes out at 21.6 kcal/mol. The net charge is +1.

Last column: Löwdin charge in e.
Cartesian coordinates (Å):
N: -0.9228 0.5942 0.9348  0.19
C: 0.1677 0.1040 0.0176  -0.14
C: 0.8431 -1.1775 0.5522  -0.26
N: 2.1495 -1.0440 1.1077  0.01
H: -1.7083 -0.0602 0.8808  0.18
H: -0.5966 0.6892 1.8952  0.17
H: -1.2953 1.4953 0.6322  0.17
H: -0.2502 -0.0373 -0.9801  0.10
H: 0.8618 0.9393 -0.0834  0.13
H: 0.1748 -1.5649 1.3347  0.12
H: 0.8145 -1.9391 -0.2234  0.13
H: 2.3047 -0.3173 1.7913  0.08
H: 2.8971 -0.9575 0.4493  0.08
H: -1.2339 1.5554 -2.5546  0.04
H: -2.2952 0.8420 -3.3204  0.06
O: -1.9110 0.8783 -2.4339  -0.07



Computed, not measured: 3 unconnected molecules or ions with the total composition C2H11N2O2 in a non-equilibrium geometry, with the ωB97M-V functional and the def2-TZVPD basis.

The energy above the lowest of the compared OMol25 structures with the same formula, charge and spin comes out at 73.3 kcal/mol. The net charge is +1.

Last column: Löwdin charge in e.
Cartesian coordinates (Å):
C: 0.9641 -1.8747 0.2835  -0.18
C: 0.8057 -1.9509 1.6412  -0.11
N: 0.3995 -0.7533 2.4236  0.16
N: 0.2653 -1.2865 -0.6910  0.13
H: 1.8466 -2.3664 -0.1124  0.14
H: 0.7128 -2.8860 2.1697  0.11
H: -0.5987 -0.5084 2.4546  0.17
H: 0.6182 -0.8467 3.4210  0.17
H: 0.9793 0.0457 2.1694  0.17
H: -0.2076 -0.4026 -0.5700  0.12
H: 0.3836 -1.5448 -1.6611  0.12
H: -5.3417 4.9892 -0.0286  0.04
H: -4.1230 5.3704 0.6606  0.03
O: -4.5385 4.5701 0.3117  -0.07
H: 3.3908 -0.2842 -3.9930  0.04
H: 2.0022 0.0967 -4.5974  0.04
O: 2.4414 -0.3675 -3.8817  -0.07



Computed, not measured: 3 unconnected molecules or ions with the total composition C2H11N2O2 in a non-equilibrium geometry, with the ωB97M-V functional and the def2-TZVPD basis.

The energy above the lowest of the compared OMol25 structures with the same formula, charge and spin comes out at 52.2 kcal/mol. The net charge is +1.

Last column: Löwdin charge in e.
Cartesian coordinates (Å):
C: -0.4763 0.8398 -1.1424  -0.18
C: -0.1868 -0.2675 -0.4583  -0.07
N: -0.7959 -0.4031 0.9258  0.17
N: -0.1413 1.1321 -2.4212  0.12
H: -1.1383 1.5643 -0.6991  0.11
H: 0.6844 -0.9102 -0.4592  0.12
H: -0.0619 -0.7614 1.5406  0.16
H: -1.4934 -1.1523 0.9557  0.17
H: -1.1964 0.4184 1.3854  0.17
H: 0.2107 0.4793 -3.0935  0.12
H: -0.1801 2.1023 -2.6675  0.11
H: -2.7262 3.5289 -0.4264  0.03
H: -4.1343 3.0107 -0.2825  0.04
O: -3.3832 3.3026 0.2518  -0.07
H: 4.7623 -5.0095 2.4390  0.05
H: 5.2237 -3.5589 2.3517  0.02
O: 5.0331 -4.3155 1.8003  -0.07



Computed, not measured: 3 unconnected molecules or ions with the total composition C2H11N2O2 in a non-equilibrium geometry, with the ωB97M-V functional and the def2-TZVPD basis.

The energy above the lowest of the compared OMol25 structures with the same formula, charge and spin comes out at 15.4 kcal/mol. The net charge is +1.

Last column: Löwdin charge in e.
Cartesian coordinates (Å):
C: 0.3652 0.9263 1.5865  0.00
N: -0.3614 -2.1077 -0.3872  0.18
C: 0.1395 -1.2089 0.4545  -0.15
N: -0.3505 -0.0420 0.7196  0.05
H: 1.1352 1.4295 1.0076  0.09
H: 0.7336 0.3707 2.4419  0.10
H: -0.3471 1.6631 1.9465  0.10
H: -1.3226 -2.1337 -0.6876  0.13
H: 0.3281 -2.5608 -0.9672  0.13
H: 1.1020 -1.4547 0.8954  0.17
H: -1.3060 0.1552 0.4316  0.12
H: 2.8857 1.0595 -2.0223  0.05
H: 3.3063 1.0019 -0.5583  0.03
O: 2.7899 0.5287 -1.2142  -0.07
H: -2.8660 1.0475 -1.9322  0.06
H: -3.5176 0.7441 -0.6079  0.05
O: -2.7141 0.5813 -1.1067  -0.04



Computed, not measured: a molecular structure, C2H11N2OSi in a non-equilibrium geometry, with the ωB97M-V functional and the def2-TZVPD basis.

The energy above the lowest of the compared OMol25 structures with the same formula, charge and spin comes out at 86.3 kcal/mol. The net charge is +1.

Last column: Löwdin charge in e.
Cartesian coordinates (Å):
C: -3.6901 0.4722 0.6751  -0.13
C: 1.5781 0.2458 0.1701  -0.22
N: 2.1956 1.2844 -0.4924  -0.04
N: 2.7723 -1.2183 0.2692  0.05
O: -2.8951 -0.3728 -0.1256  -0.37
Si: -1.5927 -0.3696 -1.0283  0.94
H: -4.7435 0.4419 0.0903  0.14
H: -3.3922 1.5873 0.6242  0.11
H: -3.9256 0.2064 1.7446  0.11
H: 1.6439 0.2302 1.3096  0.05
H: 2.1295 1.1298 -1.4680  0.06
H: 3.0050 1.7169 -0.0748  0.09
H: 2.2364 -1.7498 0.9460  0.08
H: 3.7466 -1.1895 0.4864  0.08
H: 2.7655 -1.6196 -0.6666  0.09
H: -0.7282 0.8519 -0.8057  -0.04
H: -1.1057 -1.6472 -1.6540  -0.02



Computed, not measured: 2 unconnected molecules or ions with the total composition C2H11N3O in a non-equilibrium geometry, with the ωB97M-V functional and the def2-TZVPD basis.

The energy above the lowest of the compared OMol25 structures with the same formula, charge and spin comes out at 49.8 kcal/mol. As for the SMILES: NCN.NCO.

Last column: Löwdin charge in e.
Cartesian coordinates (Å):
N: -1.1350 0.1977 2.6416  -0.04
C: -0.1089 0.5846 1.7002  -0.46
N: -0.5480 1.6556 0.8995  -0.04
H: -2.0078 -0.1346 2.2041  0.07
H: -1.1164 0.9077 3.3561  0.05
H: 0.7878 0.7465 2.3912  0.12
H: 0.0468 -0.3165 1.0217  0.09
H: -0.3057 1.4796 -0.1676  0.09
H: -0.1079 2.5774 1.1557  0.08
N: 0.1544 -1.3518 -2.8534  -0.03
C: 0.4701 -1.0373 -1.5108  -0.33
O: 1.4274 0.1734 -1.4118  -0.12
H: 0.0215 -0.4814 -3.3153  0.06
H: -0.2029 -2.3931 -3.1563  0.17
H: -0.5501 -0.5763 -1.0124  0.13
H: 1.0124 -1.7054 -0.8619  0.10
H: 2.1622 -0.3263 -1.0805  0.04



Computed, not measured: 3 unconnected molecules or ions with the total composition C2H11N3O2 in a non-equilibrium geometry, with the ωB97M-V functional and the def2-TZVPD basis.

The energy above the lowest of the compared OMol25 structures with the same formula, charge and spin comes out at 17.5 kcal/mol. As for the SMILES: [H]/N=C(\N)NC.O.O.

Last column: Löwdin charge in e.
Cartesian coordinates (Å):
C: -0.4704 -0.6399 -1.3989  -0.11
N: 0.2375 -0.5588 -0.1608  0.00
C: 0.2704 0.5889 0.5537  -0.55
N: 0.8086 0.4810 1.8603  0.10
N: -0.2522 1.6955 0.1310  0.10
H: -0.2185 -1.5122 -1.9936  0.08
H: -1.5661 -0.6561 -1.3715  0.08
H: -0.2600 0.1854 -2.0773  0.06
H: 0.5576 -1.3948 0.2931  0.13
H: 0.5092 -0.2964 2.4317  0.08
H: 1.7808 0.6663 1.9891  0.08
H: 0.1404 2.4063 0.7414  0.05
H: -2.3727 -3.1739 1.7750  0.03
H: -1.6317 -1.9235 1.4204  0.01
O: -1.6109 -2.6557 2.0320  -0.05
H: 0.7978 2.0255 -1.5422  -0.01
H: 1.8329 2.8153 -2.3973  0.02
O: 1.4474 1.9474 -2.2862  -0.10



Computed, not measured: 3 unconnected molecules or ions with the total composition C2H11N3O2 in a non-equilibrium geometry, with the ωB97M-V functional and the def2-TZVPD basis.

The energy above the lowest of the compared OMol25 structures with the same formula, charge and spin comes out at 50.6 kcal/mol. As for the SMILES: [H]/N=C(\N)NC.O.O.

Last column: Löwdin charge in e.
Cartesian coordinates (Å):
C: 0.5649 -1.7812 0.0261  -0.12
N: -0.3395 -0.6438 0.0203  -0.05
C: 0.0486 0.7406 0.0980  -0.56
N: -0.5473 1.3566 -1.0040  0.08
N: 0.8134 1.3536 0.8404  0.12
H: 0.9174 -2.0580 0.9697  0.04
H: 1.4957 -1.5321 -0.5153  0.09
H: 0.0098 -2.5754 -0.5052  0.09
H: -1.3382 -0.8054 0.2765  0.12
H: -0.6665 0.7557 -1.8108  0.10
H: -0.0267 2.2155 -1.2794  0.11
H: 0.5405 2.3547 0.6643  0.09
H: -3.4943 0.1129 0.1120  -0.06
H: -2.8483 1.2112 -0.8036  0.09
O: -3.4770 0.3702 -0.7387  -0.07
H: 2.1644 -0.0311 1.0569  0.00
H: 3.4524 -0.2379 1.3003  0.00
O: 2.7306 -0.8059 1.2924  -0.08